Entry 1:
Here is a 6-piece molecular cluster, C18H20Cl8N4 overall from the Open Molecules 2025 dataset. Energies are from ωB97M-V/def2-TZVPD.

Each line ends with the Mulliken spin population.
CARTESIAN COORDINATES (ANGSTROEM)
Cl: -10.402 15.286 19.512  0.021
Cl: -10.289 15.630 16.564  0.021
Cl: -7.977 17.584 17.208  0.196
Cl: -10.506 18.937 16.443  0.246
Cl: -8.092 20.358 17.185  0.118
Cl: -9.566 19.126 19.209  0.197
Cl: -12.052 13.767 17.776  0.004
Cl: -12.576 16.645 18.116  0.029
N: -7.512 17.545 12.543  0.000
N: -6.289 21.003 12.563  -0.006
N: -3.240 15.871 11.290  -0.001
N: -3.349 12.884 10.581  0.000
C: -2.613 17.662 12.411  0.001
C: -7.046 21.130 11.422  0.005
C: -5.406 13.678 10.424  0.000
C: -8.353 17.236 13.543  0.029
C: -8.727 15.938 13.426  -0.011
C: -3.426 13.496 9.376  0.000
C: -6.564 20.348 10.439  0.001
C: -1.844 17.537 11.209  0.000
C: -7.289 16.435 11.840  0.000
C: -5.354 20.049 12.250  0.002
C: -7.942 15.372 12.412  -0.001
C: -5.545 19.605 10.962  -0.001
C: -4.497 13.043 11.258  0.001
C: -4.730 13.993 9.204  0.000
C: -9.057 18.950 17.508  0.142
C: -3.574 16.638 12.438  -0.004
C: -11.330 15.336 18.007  0.009
C: -2.199 16.367 10.629  0.000
H: -7.040 20.214 9.479  0.000
H: -5.119 18.793 10.391  -0.001
H: -2.542 13.601 8.763  0.000
H: -7.042 18.433 12.444  -0.002
H: -3.742 15.055 10.969  0.000
H: -7.908 21.762 11.575  -0.003
H: -6.554 16.363 11.053  0.000
H: -4.361 16.296 13.093  0.004
H: -6.521 21.493 13.415  0.003
H: -2.586 18.506 13.083  0.000
H: -4.693 19.642 13.001  0.004
H: -5.154 14.531 8.369  0.000
H: -8.644 17.908 14.337  -0.007
H: -7.998 14.326 12.151  -0.001
H: -2.511 12.372 10.818  0.000
H: -1.024 18.185 10.936  0.000
H: -4.557 12.555 12.220  0.000
H: -9.373 15.362 14.072  0.002
H: -6.445 13.797 10.692  0.000
H: -1.901 15.854 9.727  0.000

Properties
HOMO (spin up / spin down) in Ha: -0.0108 / -0.2050
Spin multiplicity: 2
Gap between HOMO and LUMO (spin up / spin down) in eV: 2.396 / 7.679
LUMO level (spin up / spin down) in eV: 2.1 / 2.1
Total charge: -1



Entry 2:
Here is a 2-piece molecular cluster, C18H20ClF17N3O2 overall from the Open Molecules 2025 dataset. Energies are from ωB97M-V/def2-TZVPD.

Each line ends with the Löwdin charge.
CARTESIAN COORDINATES (ANGSTROEM)
Cl: -2.342 -2.212 -2.259  0.786
F: 0.530 2.278 -0.536  0.109
F: 0.784 2.103 1.802  0.086
F: 0.183 4.660 2.107  0.099
F: 4.844 -0.966 1.103  0.129
F: -0.744 4.619 -1.525  0.099
F: 4.608 1.009 -1.285  0.096
F: -3.390 4.366 -0.012  0.058
F: 5.536 2.489 0.285  0.112
F: 3.046 3.334 -0.767  0.114
F: 1.258 5.288 0.248  0.101
F: 6.654 -0.229 -0.158  0.115
F: 3.491 1.301 2.137  0.088
F: -1.445 5.858 0.207  0.091
F: 2.485 0.415 0.284  0.102
F: -2.270 2.710 -1.056  0.032
F: 6.277 0.700 1.837  0.101
F: 3.199 3.719 1.544  0.112
O: -1.161 -4.693 -1.574  -0.007
O: 0.942 -4.780 -0.894  0.012
N: -2.701 -2.627 -0.621  -0.276
N: -4.570 -1.066 -0.324  0.069
N: -3.298 -1.857 1.645  0.067
C: 5.616 0.124 0.727  -0.341
C: -4.038 0.357 -0.189  -0.124
C: -2.211 3.567 0.094  -0.285
C: 0.018 -4.783 -1.861  -0.514
C: 1.010 2.887 0.635  -0.205
C: -3.913 0.591 1.403  -0.267
C: 0.328 4.323 0.734  -0.206
C: -0.984 4.551 -0.126  -0.220
C: 3.287 1.466 0.737  -0.221
C: -2.215 2.681 1.396  -0.053
C: 3.066 -3.795 -1.570  -0.057
C: 2.340 -5.042 -1.104  -0.212
C: -3.463 -1.888 0.182  -0.296
C: 2.624 2.932 0.515  -0.204
C: 4.745 1.334 0.081  -0.212
C: -3.672 2.112 1.812  -0.117
C: 0.454 -4.820 -3.296  0.022
C: -2.903 -0.449 2.085  -0.113
H: 2.742 -5.349 -0.136  0.129
H: 2.480 -5.889 -1.779  0.121
H: -3.729 2.149 2.960  0.132
H: 4.135 -3.993 -1.680  0.091
H: -2.959 -0.437 3.222  0.146
H: -2.977 0.364 -0.598  0.112
H: 0.455 -3.804 -3.693  0.099
H: -4.951 0.312 1.815  0.160
H: -1.831 -0.304 1.732  0.126
H: -1.792 3.167 2.328  0.138
H: -0.256 -5.428 -3.860  0.103
H: -1.596 1.743 1.154  0.111
H: -4.733 1.107 -0.674  0.151
H: -4.535 2.744 1.439  0.128
H: 2.682 -3.434 -2.526  0.070
H: 2.932 -2.985 -0.849  0.078
H: -2.293 -3.539 -0.321  0.118
H: -2.511 -2.505 1.809  0.131
H: 1.433 -5.270 -3.451  0.078
H: -4.699 -1.214 -1.335  0.106

Properties
HOMO in Ha: -0.5022
Gap between HOMO and LUMO in eV: 9.208
LUMO level in eV: -4.5
Total charge: +1



Entry 3:
Here is an isolated molecule of C18H20ClN3O5S2 from the Open Molecules 2025 dataset. Energies are from ωB97M-V/def2-TZVPD.

Each line ends with the Löwdin charge.
CARTESIAN COORDINATES (ANGSTROEM)
Cl: -0.312 -0.338 10.051  0.701
S: -0.562 2.368 -3.720  0.663
S: 0.068 -1.363 3.905  0.694
O: 0.507 -2.702 3.660  -0.273
O: -1.728 2.474 -4.543  -0.277
O: 0.739 -0.271 3.256  -0.294
O: -2.083 -2.195 1.026  0.096
O: 0.125 3.559 -3.321  -0.278
N: -1.606 -1.169 3.500  -0.078
N: -1.736 -0.397 2.338  0.009
N: 0.528 1.405 -4.517  -0.237
C: 1.824 1.256 -3.898  -0.211
C: -0.460 0.783 -0.004  0.001
C: -0.982 1.427 -2.246  -0.254
C: 2.354 -0.518 -5.576  -0.203
C: -2.018 0.514 -2.298  -0.040
C: -1.511 -0.133 -0.039  -0.124
C: -0.196 -0.621 8.359  -0.665
C: -0.070 0.459 7.494  -0.084
C: -0.131 -2.148 6.519  -0.047
C: -1.777 -1.025 1.122  -0.437
C: 2.833 0.786 -4.943  -0.172
C: 0.006 0.187 -5.090  -0.210
C: -0.195 1.562 -1.117  -0.042
C: 0.962 -0.314 -6.170  -0.172
C: -0.225 -1.926 7.881  -0.084
C: -2.280 -0.274 -1.192  0.012
C: -0.009 -1.071 5.662  -0.287
C: 0.022 0.227 6.133  -0.050
H: -0.136 -3.145 6.108  0.118
H: 0.581 -1.248 -6.586  0.114
H: 0.603 2.287 -1.123  0.117
H: -2.019 -2.079 3.296  0.111
H: -0.970 0.430 -5.510  0.117
H: 0.173 0.855 0.869  0.109
H: -1.275 0.498 2.427  0.125
H: 2.925 1.553 -5.713  0.120
H: -2.609 0.447 -3.197  0.117
H: 2.315 -1.300 -4.815  0.114
H: -3.076 -1.003 -1.202  0.126
H: -0.044 1.464 7.886  0.110
H: 0.135 1.038 5.432  0.117
H: 2.097 2.233 -3.498  0.117
H: 3.807 0.649 -4.470  0.114
H: 1.012 0.428 -6.968  0.120
H: 3.050 -0.836 -6.353  0.109
H: 1.779 0.527 -3.071  0.129
H: -0.116 -0.587 -4.314  0.130
H: -0.317 -2.750 8.570  0.110

Properties
HOMO in Ha: -0.3574
Energy relative to the best compared isomer or geometry (same formula, charge and spin) in kcal per mole: 28.1
SMILES string: O=C(NNS(=O)(=O)c1ccc(Cl)cc1)c1ccc(S(=O)(=O)N2CCCCC2)cc1
Gap between HOMO and LUMO in eV: 9.658
LUMO level in eV: -0.1



Entry 4:
Here is an isolated molecule of C18H20ClNO2S from the Open Molecules 2025 dataset. Energies are from ωB97M-V/def2-TZVPD.

Each line ends with the Löwdin charge.
CARTESIAN COORDINATES (ANGSTROEM)
Cl: 4.409 -2.249 0.298  0.664
S: -4.155 0.254 1.271  0.870
O: -1.178 2.160 -1.482  0.056
O: 1.884 3.039 0.048  -0.053
N: -0.591 2.153 0.707  0.089
C: 0.829 3.323 -0.844  -0.091
C: -0.318 -3.032 -0.145  -0.086
C: -2.695 -1.588 -0.238  -0.279
C: -2.365 -2.349 0.879  -0.071
C: -0.652 -2.297 -1.267  -0.060
C: 2.000 0.739 -0.781  -0.001
C: -2.991 1.588 0.866  -0.459
C: 4.105 0.343 0.993  -0.099
C: 2.614 -0.499 -0.696  -0.095
C: -1.554 1.162 1.147  -0.210
C: -0.425 2.481 -0.585  -0.493
C: -1.834 -1.567 -1.340  -0.235
C: 2.433 1.785 0.026  -0.266
C: 3.658 -0.696 0.190  -0.680
C: -1.185 -3.065 0.934  -0.081
C: 3.493 1.576 0.909  0.000
C: -3.976 -0.808 -0.214  -0.405
C: -2.133 -0.777 -2.577  -0.038
H: -4.834 -1.481 -0.158  0.084
H: -3.139 -0.977 -2.944  0.083
H: -3.045 -2.356 1.719  0.101
H: -1.427 -1.031 -3.364  0.079
H: -0.943 -3.644 1.812  0.102
H: 3.821 2.399 1.524  0.120
H: 4.923 0.186 1.678  0.107
H: 0.105 2.469 1.365  0.146
H: -3.115 1.842 -0.186  0.068
H: 0.591 4.379 -0.685  0.142
H: 2.272 -1.311 -1.317  0.097
H: 0.016 -2.287 -2.117  0.104
H: -2.041 0.291 -2.377  0.060
H: -4.087 -0.156 -1.076  0.070
H: 1.133 3.188 -1.889  0.141
H: 1.185 0.863 -1.476  0.112
H: -1.354 0.221 0.622  0.106
H: -1.417 0.997 2.217  0.126
H: -3.277 2.440 1.483  0.074
H: 0.611 -3.582 -0.114  0.101

Properties
HOMO in Ha: -0.3122
Energy relative to the best compared isomer or geometry (same formula, charge and spin) in kcal per mole: 1.4
SMILES string: Cc1ccccc1CSCCNC(=O)COc1ccc(Cl)cc1
Gap between HOMO and LUMO in eV: 9.128
LUMO level in eV: 0.6



Entry 5:
Here is C18H20F11N4O2PRuS2SbSe as an isolated structure from the Open Molecules 2025 dataset. Energies are from ωB97M-V/def2-TZVPD.

Each line ends with the Mulliken spin population.
CARTESIAN COORDINATES (ANGSTROEM)
Sb: 3.956 -1.398 1.205  0.006
Ru: 0.586 0.743 1.070  2.665
Se: -1.090 -0.442 2.436  0.491
S: -1.484 -2.607 0.754  0.408
S: -0.121 0.039 -0.962  0.211
P: -1.381 -1.631 -0.957  0.004
F: 3.532 -1.160 -0.616  0.002
F: 2.060 -0.869 1.513  0.048
F: -3.618 3.972 1.065  -0.001
F: 4.091 -1.366 3.079  0.002
F: 3.348 -3.162 1.174  0.002
F: -1.388 2.522 1.330  -0.003
F: 4.385 0.466 1.253  0.000
F: 5.737 -1.857 0.917  0.000
F: -3.931 -1.017 3.155  0.001
F: -6.015 2.965 1.852  0.004
F: -6.161 0.472 2.901  -0.001
O: -2.809 -1.140 -1.355  0.014
O: -0.896 -2.499 -2.158  0.011
N: 1.522 1.615 2.766  0.000
N: 3.693 3.300 0.338  0.011
N: 3.425 2.445 3.450  0.009
N: 1.876 2.108 0.145  -0.013
C: 2.834 1.846 4.540  0.000
C: 0.418 -3.103 -2.488  -0.003
C: -2.602 0.691 2.240  0.074
C: 3.399 3.229 -1.009  0.003
C: 2.268 2.490 -1.117  0.003
C: -3.697 2.748 1.572  -0.007
C: 2.767 2.603 0.998  0.042
C: -4.921 2.235 1.976  0.044
C: 1.162 -3.551 -1.253  -0.001
C: 2.613 2.277 2.401  0.013
C: -3.758 -2.123 -3.377  0.001
C: -3.841 0.205 2.642  0.050
C: 1.654 1.335 4.104  0.008
C: -2.481 0.063 -3.496  0.011
C: -2.565 1.972 1.709  -0.069
C: 1.202 -2.138 -3.346  0.008
C: -4.993 0.960 2.515  -0.020
C: -3.384 -0.834 -2.679  -0.003
H: 4.525 3.711 0.728  -0.001
H: 3.302 1.832 5.507  0.000
H: 4.011 3.707 -1.752  0.000
H: 2.050 -4.099 -1.571  0.000
H: 0.905 0.788 4.650  -0.015
H: 0.557 -4.211 -0.635  -0.003
H: -2.997 0.327 -4.419  0.000
H: 1.497 -2.703 -0.654  0.002
H: -4.425 -1.893 -4.208  0.000
H: 1.714 2.208 -1.995  0.000
H: 4.362 2.812 3.429  0.000
H: 0.603 -1.776 -4.182  -0.001
H: -2.879 -2.633 -3.767  0.000
H: 1.573 -1.295 -2.763  -0.003
H: 2.067 -2.666 -3.751  0.000
H: -1.556 -0.449 -3.764  -0.002
H: -4.283 -2.791 -2.695  0.000
H: 0.110 -3.963 -3.081  0.000
H: -2.241 0.982 -2.963  0.000
H: -4.287 -0.292 -2.402  0.000

Properties
HOMO (spin up / spin down) in Ha: -0.3954 / -0.4412
Energy relative to the best compared isomer or geometry (same formula, charge and spin) in kcal per mole: 0.0
Spin multiplicity: 5
Gap between HOMO and LUMO (spin up / spin down) in eV: 7.150 / 6.704
LUMO level (spin up / spin down) in eV: -3.6 / -5.3
Total charge: +1